{
  "formula": "C18H33MgO9",
  "method": "ωB97M-V/def2-TZVPD",
  "e_above_lowest_ev": 3.019,
  "e_tot_ha": -1582.90212,
  "e_homo_ev": -2.3830,
  "charge": -1,
  "symbols": ["Mg", "C", "C", "O", "H", "H", "H", "H", "H", "C", "C", "O", "H", "H", "H", "H", "H", "C", "C", "O", "H", "H", "H", "H", "H", "O", "C", "O", "C", "C", "C", "H", "H", "H", "H", "H", "H", "O", "C", "O", "C", "C", "C", "H", "H", "H", "H", "H", "H", "O", "C", "O", "C", "C", "C", "H", "H", "H", "H", "H", "H"],
  "xyz": [[0.521, -0.792, -0.232], [4.781, -0.513, 1.265], [3.312, -0.259, 1.619], [2.269, -0.928, 0.917], [5.200, -1.498, 1.470], [5.433, 0.269, 1.652], [4.864, -0.619, 0.183], [3.273, 0.827, 1.525], [3.323, -0.298, 2.708], [3.139, 1.566, -1.967], [2.336, 0.421, -2.651], [1.236, -0.041, -1.904], [2.875, 1.609, -0.910], [2.878, 2.502, -2.459], [4.186, 1.267, -1.915], [2.995, -0.340, -3.070], [2.014, 0.948, -3.550], [0.462, -3.755, -2.843], [0.367, -3.859, -1.331], [0.861, -2.808, -0.560], [0.033, -4.599, -3.384], [1.459, -3.490, -3.195], [-0.232, -3.041, -3.287], [1.079, -4.636, -1.051], [-0.491, -4.348, -0.869], [-0.507, -1.400, 1.472], [-1.071, -1.189, 2.548], [-0.728, -1.815, 3.730], [-1.426, -1.242, 4.835], [-2.588, -0.535, 4.222], [-2.203, -0.196, 2.798], [-0.787, -0.639, 5.480], [-1.932, -2.053, 5.359], [-2.834, 0.381, 4.759], [-3.478, -1.153, 4.340], [-1.680, 0.760, 2.775], [-2.974, -0.205, 2.028], [-0.025, 1.078, 0.436], [-0.050, 2.241, 0.907], [-1.098, 2.986, 0.982], [-0.852, 4.259, 1.527], [0.606, 4.487, 1.452], [1.111, 3.009, 1.546], [-1.109, 4.177, 2.583], [-1.451, 5.039, 1.057], [0.951, 5.090, 2.292], [0.928, 5.072, 0.590], [1.471, 2.587, 2.485], [1.852, 2.745, 0.792], [-1.396, -0.975, -1.215], [-2.252, -0.880, -2.060], [-3.442, -1.464, -1.886], [-4.360, -1.166, -2.896], [-3.618, -0.235, -3.879], [-2.186, -0.109, -3.389], [-5.199, -0.621, -2.464], [-4.826, -1.996, -3.426], [-4.010, 0.781, -3.833], [-3.806, -0.586, -4.894], [-1.806, 0.912, -3.397], [-1.398, -0.726, -3.821]]
}

{
  "formula": "C8H5AuBCl3F2N3O4",
  "method": "ωB97M-V/def2-TZVPD",
  "e_above_lowest_ev": 0.000,
  "e_tot_ha": -2513.92307,
  "e_homo_ev": -13.7240,
  "charge": 1,
  "symbols": ["Au", "C", "C", "N", "C", "C", "N", "C", "O", "O", "C", "O", "O", "H", "H", "H", "H", "H", "Cl", "C", "Cl", "Cl", "C", "N", "F", "B", "F"],
  "xyz": [[-1.112, 0.302, -0.807], [-3.065, -2.403, -1.146], [-1.597, -2.602, -1.208], [-0.651, -1.691, -1.005], [0.578, -2.327, -1.175], [0.338, -3.628, -1.520], [-1.015, -3.769, -1.511], [1.129, -4.858, -1.875], [2.436, -4.767, -1.943], [0.506, -5.862, -2.087], [1.919, -1.743, -0.945], [2.920, -2.249, -1.359], [1.991, -0.603, -0.210], [-3.293, -1.363, -0.932], [-3.498, -3.022, -0.360], [-3.528, -2.679, -2.093], [-1.462, -4.653, -1.727], [2.765, -3.862, -1.750], [-4.512, 4.424, -1.585], [-2.804, 4.589, -1.185], [-2.580, 5.431, 0.344], [-1.911, 5.366, -2.488], [-2.258, 3.229, -1.025], [-1.840, 2.176, -0.898], [1.748, 0.698, 1.684], [1.705, -0.493, 1.125], [1.494, -1.571, 1.859]]
}